1.
Computed, not measured: a cluster of 5 separate species, C27H48O16Si in total, with ωB97M-V/def2-TZVPD.

```
92
Properties=species:S:1:pos:R:3:forces:R:3:mulliken_charge:R:1
C 0.23694 -3.62708 2.32520 0.1 0.2 -0.3 -1.29
C -0.50415 -2.64423 1.42259 0.1 -0.4 0.1 0.20
O -1.90349 -2.69451 1.67896 0.0 0.1 0.2 -0.46
C -2.51889 -1.43113 1.71234 -0.1 0.4 -0.1 -0.61
C -2.50307 -0.74004 0.33986 0.2 -0.1 0.0 -0.06
C -3.58810 0.28056 0.13579 -0.1 0.1 0.1 0.63
C -3.81656 1.36138 0.90714 0.1 -0.4 0.0 0.58
C -2.99067 1.76986 2.10102 0.0 0.3 -0.1 -1.49
C -1.50273 1.93137 1.79678 -0.4 0.0 0.3 0.04
O -1.35183 2.66587 0.59845 0.4 -0.3 0.1 -0.28
Si 0.15673 2.83552 -0.09664 0.3 0.3 -0.4 0.34
C 0.07719 2.42803 -1.91853 0.2 0.3 0.2 -1.00
C 0.77279 4.59268 0.03852 0.1 -0.2 -0.1 -1.06
C 1.45663 1.71993 0.67370 -0.3 -0.1 0.2 -1.11
C -4.95888 2.27560 0.58488 0.0 0.3 0.1 0.55
O -5.10165 3.33808 1.15814 0.0 -0.2 -0.1 -0.61
C -5.93105 1.86717 -0.45044 -0.1 -0.4 -0.4 -0.67
C -5.69582 0.81166 -1.22870 -0.1 0.4 0.3 -0.65
C -4.44861 0.03681 -1.06676 0.1 -0.2 -0.2 -0.03
O -4.13271 -0.78191 -1.91042 -0.1 0.2 0.2 -0.62
H -0.38493 -4.49580 2.53520 0.0 0.0 0.0 0.35
H 1.14149 -3.95052 1.80510 0.0 -0.1 0.2 0.27
H 0.54710 -3.15697 3.25846 -0.1 -0.1 0.1 0.32
H -0.33461 -2.92041 0.37677 0.0 0.2 0.0 0.25
H -0.10583 -1.63761 1.59047 -0.1 0.1 -0.1 0.07
H -3.56032 -1.55744 2.01848 0.1 -0.3 0.0 0.36
H -2.03965 -0.81083 2.48139 0.0 0.0 -0.1 0.33
H -2.62974 -1.52974 -0.40171 -0.1 0.1 0.0 0.62
H -1.52648 -0.29315 0.12329 0.0 0.0 0.1 -0.01
H -3.37622 2.73311 2.43644 0.0 0.0 0.0 0.50
H -3.13466 1.07692 2.93419 0.1 -0.1 -0.1 0.41
H -1.04531 2.45848 2.64323 0.0 0.0 -0.1 0.49
H -1.02158 0.95032 1.74366 0.1 0.1 -0.1 -0.16
H 1.09556 2.58489 -2.29324 0.0 -0.1 -0.1 0.22
H -0.55646 3.13435 -2.45839 -0.2 -0.2 0.0 0.40
H -0.20880 1.39473 -2.11647 -0.1 0.0 -0.1 0.27
H 0.08633 5.30907 -0.41464 -0.1 0.1 0.2 0.30
H 1.02492 4.88222 1.05983 -0.1 0.1 0.0 0.26
H 1.69753 4.62606 -0.54851 0.0 0.1 0.1 0.31
H 1.44376 0.72251 0.22774 0.0 0.0 0.0 0.29
H 2.44392 2.15584 0.50900 0.0 0.0 -0.1 0.45
H 1.32676 1.60680 1.75238 0.1 0.0 0.0 0.36
H -6.82481 2.46905 -0.56118 0.1 0.1 0.1 0.43
H -6.37504 0.49402 -2.01102 0.1 0.0 0.0 0.47
C 6.29078 2.20818 -4.89686 0.1 0.1 0.0 -0.64
O 4.95050 2.26493 -4.40189 0.0 0.0 0.0 -0.30
C 4.09644 1.46893 -5.04467 0.0 0.0 0.0 0.74
O 4.36553 0.74340 -5.96504 0.0 0.0 0.0 -0.55
O 2.89421 1.61602 -4.49035 0.0 0.0 0.0 -0.18
C 1.86864 0.81532 -5.08359 -0.2 -0.1 0.0 -0.57
H 6.86487 2.89850 -4.28625 -0.1 0.0 0.0 0.21
H 6.69464 1.20274 -4.79605 0.0 0.0 -0.1 0.30
H 6.32817 2.51867 -5.93913 0.0 -0.1 0.0 0.30
H 2.10238 -0.24343 -4.98906 0.1 0.0 -0.1 0.32
H 1.73343 1.07226 -6.13230 0.1 0.0 0.0 0.31
H 0.95868 1.03657 -4.53344 0.1 0.1 0.0 0.10
C -3.90502 -6.22393 -6.15784 0.0 -0.1 -0.1 -0.63
O -3.51951 -5.79476 -4.85092 0.0 0.0 0.0 -0.32
C -4.38926 -4.96448 -4.26994 0.0 0.0 0.0 0.78
O -5.42082 -4.58049 -4.75632 0.0 0.0 0.0 -0.54
O -3.91914 -4.64197 -3.07033 0.0 0.0 0.0 -0.30
C -4.75580 -3.74114 -2.33063 -0.1 -0.1 0.1 -0.52
H -3.11470 -6.88460 -6.50192 0.0 0.0 0.1 0.21
H -4.84838 -6.76553 -6.12207 0.0 0.1 0.0 0.29
H -3.99365 -5.37353 -6.83124 -0.1 0.0 0.0 0.29
H -5.72870 -4.19632 -2.14790 0.0 0.0 -0.1 0.34
H -4.87134 -2.80390 -2.86052 0.0 0.0 -0.1 0.32
H -4.24847 -3.56852 -1.38660 0.1 0.0 0.0 0.11
C 3.47420 7.27862 5.45538 0.1 0.1 0.0 -0.62
O 2.10940 7.27957 5.88223 0.0 0.0 0.0 -0.33
C 1.30962 6.49836 5.15925 0.0 0.0 0.0 0.80
O 1.64254 5.82576 4.21875 0.0 -0.1 -0.1 -0.54
O 0.07661 6.58956 5.65388 0.0 0.0 0.0 -0.32
C -0.89390 5.79767 4.96333 -0.1 0.0 0.0 -0.65
H 3.99847 7.95056 6.12800 -0.1 0.0 0.0 0.21
H 3.89804 6.27897 5.52808 0.0 0.0 -0.1 0.29
H 3.55638 7.64178 4.43288 0.0 -0.1 0.0 0.30
H -0.63478 4.74175 5.01766 0.0 0.0 0.0 0.28
H -0.97251 6.10670 3.92274 0.1 0.0 0.0 0.30
H -1.83799 5.97113 5.47051 0.0 0.0 0.0 0.27
C 3.78487 -5.88229 -0.00029 -0.1 0.0 -0.1 -0.58
O 4.74860 -6.39969 0.92061 0.0 0.0 0.0 -0.31
C 4.87128 -5.69138 2.04156 0.0 -0.1 0.0 0.82
O 4.25803 -4.69306 2.31572 0.0 0.1 0.0 -0.54
O 5.78919 -6.27791 2.80745 0.0 0.0 0.0 -0.32
C 6.02350 -5.61753 4.05386 0.1 0.0 0.1 -0.62
H 3.79567 -6.55312 -0.85380 0.0 0.0 0.0 0.21
H 2.79291 -5.87320 0.44782 0.0 0.1 0.0 0.24
H 4.05795 -4.87763 -0.31744 0.0 0.0 0.1 0.30
H 5.11479 -5.59408 4.65212 0.0 0.1 0.0 0.30
H 6.38412 -4.60412 3.88910 -0.1 0.0 0.0 0.29
H 6.78455 -6.20089 4.56309 0.0 0.0 -0.1 0.22
```
Positions in Å, forces in eV/Å.

Calculated values
SMILES	CCOCCC1=C(CCO[Si](C)(C)C)C(=O)C=CC1=O.COC(=O)OC.COC(=O)OC.COC(=O)OC.COC(=O)OC
highest occupied orbital energy	-9.665	eV
electronic energy	-69415.8694	eV
lowest unoccupied orbital energy	-1.317	eV

=====

2.
Computed, not measured: a structure of composition C27H49AsN4O9S2SiY in a non-equilibrium geometry, with ωB97M-V/def2-TZVPD.

```
94
Properties=species:S:1:pos:R:3:forces:R:3:mulliken_charge:R:1
Y 0.83231 -0.18715 1.10209 -0.2 -0.3 0.8 -0.52
C -1.43189 -0.87059 4.36054 0.3 0.3 -0.3 -1.44
C -0.21607 0.05126 4.36478 0.2 -0.6 0.4 1.90
C -0.13160 0.85764 5.65528 0.0 -0.1 -0.3 -1.85
O -0.32298 0.93901 3.21840 0.3 0.0 0.1 -0.09
C 1.07806 -0.81948 4.16019 -0.5 0.6 1.0 -0.02
O 1.80672 -1.02522 5.11709 0.1 -0.1 -0.1 -0.72
O 1.25201 -1.22155 2.96617 -0.1 -0.4 -0.7 -0.57
H -2.33742 -0.29464 4.54367 -0.1 0.0 0.0 0.40
H -1.32361 -1.62964 5.12996 0.0 -0.1 0.1 0.41
H -1.50727 -1.35749 3.39026 -0.1 -0.1 0.1 0.10
H -1.07222 1.36846 5.86058 -0.1 0.0 -0.1 0.40
H 0.67137 1.59453 5.60487 0.1 0.0 0.0 0.50
H 0.09539 0.18171 6.47599 0.0 0.0 0.0 0.39
H 0.05871 1.77971 3.51515 -0.1 -0.1 -0.3 -0.08
C -0.87672 1.08014 -3.29343 0.1 -0.2 0.2 -1.26
C 0.14362 0.02374 -2.87010 0.4 0.5 -0.6 1.78
C 0.20683 -1.09174 -3.91321 0.0 0.1 0.3 -1.59
C 1.52951 0.64978 -2.69969 -0.3 -0.3 0.1 -1.26
O -0.23094 -0.48776 -1.58643 0.2 -0.1 0.0 1.37
Si -1.43005 -1.59052 -1.28581 0.1 0.1 1.1 -1.23
S -1.37397 -1.56025 0.81080 -0.4 -0.5 -0.2 -0.51
O -2.80033 -0.99898 -1.93161 0.1 0.4 -0.1 0.19
C -4.07596 -1.62021 -2.00698 -0.7 -0.1 -0.2 1.77
C -5.11719 -0.49770 -1.92878 0.3 -0.3 0.0 -1.88
C -4.27975 -2.59495 -0.85097 0.1 0.2 -0.1 -1.57
C -4.16782 -2.36351 -3.34341 0.1 0.2 0.3 -1.50
O -1.25101 -3.02969 -2.02834 -0.1 0.2 -0.1 0.51
C -0.51089 -4.21492 -1.77170 0.3 -0.5 0.0 1.92
C 0.82327 -3.87470 -1.11735 -0.2 0.0 0.0 -1.52
C -0.29103 -4.89443 -3.12872 -0.1 0.2 0.4 -1.81
C -1.33193 -5.11933 -0.85123 0.2 0.3 -0.2 -1.87
H -0.62523 1.47444 -4.27394 0.1 0.1 -0.1 0.43
H -0.89525 1.89203 -2.56669 0.0 0.1 -0.1 0.09
H -1.86090 0.62605 -3.33042 -0.2 0.0 -0.1 0.07
H 0.60378 -0.70594 -4.84944 0.0 0.1 -0.1 0.57
H -0.78473 -1.50224 -4.08228 -0.1 -0.1 -0.1 0.29
H 0.85722 -1.88877 -3.56161 0.1 -0.1 0.0 0.16
H 1.84894 1.12838 -3.62262 0.0 0.1 0.0 0.55
H 2.24678 -0.12460 -2.43505 0.1 0.0 0.0 0.25
H 1.50671 1.39278 -1.89815 0.0 0.0 -0.1 -0.04
H -5.01950 0.02042 -0.97822 0.0 0.1 0.1 0.37
H -6.12112 -0.90749 -2.00634 -0.1 0.0 0.0 0.44
H -4.96580 0.21868 -2.73233 0.0 0.1 -0.1 0.32
H -4.04990 -2.10090 0.08911 -0.1 0.0 0.1 0.27
H -3.60426 -3.43590 -0.96011 0.0 -0.2 0.0 0.17
H -5.30436 -2.95570 -0.83411 -0.1 -0.1 0.0 0.58
H -4.08189 -1.66660 -4.17342 0.0 0.1 -0.1 0.33
H -5.11382 -2.89246 -3.42331 -0.2 -0.1 0.0 0.48
H -3.35235 -3.07833 -3.40310 0.1 -0.1 0.0 0.07
H 1.36298 -3.15725 -1.73319 0.1 0.1 0.0 0.21
H 1.43986 -4.76035 -0.99615 0.1 -0.2 0.0 0.69
H 0.64870 -3.43170 -0.13446 0.0 0.0 0.0 0.15
H 0.31634 -4.26327 -3.77123 0.1 0.1 -0.1 0.35
H -1.24302 -5.07103 -3.62450 -0.1 0.0 0.0 0.37
H 0.21605 -5.84398 -2.98659 0.1 -0.1 0.0 0.41
H -1.49977 -4.61253 0.09558 -0.1 0.0 0.2 0.27
H -0.78843 -6.04140 -0.67131 0.1 -0.2 0.1 0.50
H -2.29263 -5.35718 -1.30456 -0.1 0.0 -0.1 0.37
N 3.06900 0.77831 2.33889 -0.1 -0.2 -0.1 -0.38
C 3.35574 2.11369 1.97108 0.3 0.4 -0.1 0.58
C 3.46303 3.12316 2.92259 -0.1 -0.3 -0.2 -0.66
C 3.56243 4.44463 2.51484 0.2 0.0 0.1 -0.74
C 3.58533 4.74629 1.17160 -0.4 0.6 -0.2 -0.15
C 3.57497 3.74286 0.22303 0.2 -0.3 -0.1 -0.56
C 3.46390 2.42115 0.61186 0.2 0.0 0.2 -0.37
S 3.10058 6.38525 0.60252 -0.3 0.0 0.1 1.26
O 1.64781 6.13326 0.51620 0.3 0.5 0.0 -0.71
O 3.45837 7.33344 1.64061 0.1 -0.2 0.0 -0.73
O 3.72661 6.59158 -0.69069 0.0 -0.1 0.2 -0.71
H 3.11825 0.61394 3.34264 0.0 -0.1 -0.2 0.28
H 3.67373 0.11122 1.86231 -0.1 0.1 0.2 0.27
H 3.42217 2.86556 3.97383 0.0 0.0 0.1 0.43
H 3.60164 5.25477 3.22490 -0.1 0.1 0.1 0.49
H 3.64537 4.03665 -0.81333 -0.1 -0.1 -0.2 0.51
H 3.46936 1.61826 -0.12024 -0.1 0.0 0.0 0.26
N 2.49547 -1.16512 0.06773 0.4 -0.5 -0.3 0.32
C 3.19996 -2.11099 0.00757 -0.1 0.6 -0.3 0.73
N 4.10984 -2.93900 -0.12041 0.6 0.9 0.2 -0.81
C 4.22288 -4.21160 -0.25604 -0.2 -0.9 -0.1 0.52
N 4.41409 -5.34025 -0.39447 0.1 -0.6 -0.1 -0.60
C 0.14953 3.88751 -0.82916 0.3 -0.1 0.0 -1.10
As 0.07717 2.50189 0.57668 -1.1 1.9 -0.4 1.31
C -1.87052 2.18387 0.55345 -0.1 -0.2 0.1 -1.24
C 0.14328 3.77118 2.08374 0.0 0.0 0.0 -1.30
H -0.82861 4.37705 -0.86294 0.1 -0.2 0.0 0.45
H 0.40718 3.52046 -1.82108 -0.1 -0.2 0.1 0.31
H 0.88780 4.64074 -0.52301 -0.2 -0.2 0.0 0.25
H -2.41120 3.12162 0.72132 0.2 -0.1 0.0 0.58
H -2.12103 1.46068 1.33384 0.0 0.1 -0.1 0.25
H -2.17787 1.75573 -0.40412 0.1 0.0 0.0 0.13
H 0.48842 4.73128 1.69063 0.1 -0.1 0.0 0.41
H 0.85393 3.46166 2.84728 0.1 0.0 0.0 0.10
H -0.84011 3.90255 2.53673 -0.1 -0.2 -0.1 0.56
```
Positions in Å, forces in eV/Å.

Calculated values
highest occupied orbital energy	-6.349	eV
electronic energy	-144624.9518	eV
relative energy (zero: lowest compared OMol25 entry of this formula, charge and spin)	31.0	kcal per mole
net charge	-1
lowest unoccupied orbital energy	2.114	eV

=====

3.
Computed, not measured: a structure of composition C27H49ClMgN6O5 in a non-equilibrium geometry, with ωB97M-V/def2-TZVPD.

```
89
Properties=species:S:1:pos:R:3:forces:R:3:lowdin_spin:R:1
Mg -5.07359 -23.95883 0.65763 -3.3 -0.4 1.9 0.00
Cl -13.24368 -23.26118 1.66681 1.0 -0.3 -0.2 -0.08
O -13.10675 -23.43818 0.27770 0.6 0.2 -0.1 -0.02
O -14.50670 -23.87158 2.06682 0.1 0.9 0.9 0.42
O -12.19105 -23.94458 2.43746 -1.4 1.2 -0.8 0.26
O -13.26130 -21.81674 2.02132 -0.4 -2.0 0.2 0.42
C -8.44719 -23.98149 3.55627 -0.7 0.5 -1.5 0.00
C -8.13604 -24.27504 2.04129 -1.0 0.8 -0.6 0.00
C -8.90336 -23.28183 1.11799 0.6 0.5 0.9 0.00
O -6.72631 -24.25901 1.81562 2.7 0.2 -1.2 0.00
H -7.67299 -24.36621 4.22013 -0.5 -0.1 0.0 0.00
H -9.46267 -24.35603 3.68517 0.2 -1.0 0.4 0.00
H -8.72486 -22.94621 3.75428 1.0 0.4 -0.2 0.00
H -8.57507 -25.24562 1.81035 0.6 -0.5 0.0 0.00
H -8.90672 -23.41934 0.03670 0.4 -0.8 0.0 0.00
H -8.43307 -22.31510 1.29789 -0.2 0.2 0.1 0.00
H -9.94921 -23.20477 1.41523 0.1 0.0 0.2 0.00
C -11.60295 -18.37649 0.05613 0.1 -0.8 -1.2 0.00
C -10.89922 -19.63924 -0.60654 -0.5 0.6 0.3 0.00
C -9.47846 -19.76202 -0.02420 -0.2 1.0 0.0 0.00
C -9.53678 -19.95563 1.40533 -0.2 -1.7 5.9 0.00
N -9.59030 -20.16152 2.58600 0.4 1.1 -5.5 0.00
H -12.67156 -18.32489 -0.15243 -0.1 -0.6 0.2 0.00
H -11.28259 -17.44904 -0.41852 0.7 0.0 0.2 0.00
H -11.44126 -18.36763 1.13403 0.0 0.1 -0.1 0.00
H -10.84773 -19.58952 -1.69419 0.1 0.5 0.1 0.00
H -11.47842 -20.54761 -0.44069 0.0 -0.1 0.5 0.00
H -9.02012 -18.77441 -0.07588 0.2 0.2 -0.6 0.00
H -8.76784 -20.45809 -0.46984 -0.3 -0.2 -0.2 0.00
C -5.31907 -21.86964 7.81016 -0.3 -1.2 -0.7 0.00
C -5.75355 -22.86793 6.71440 -0.3 0.3 -0.5 0.00
C -5.97866 -22.28534 5.29699 -0.4 1.0 0.1 0.00
C -7.23097 -21.47536 5.16439 0.0 -0.2 0.3 0.00
N -8.15776 -20.78997 5.08496 0.9 -0.5 0.3 0.00
H -4.23829 -21.96206 7.91742 0.0 0.7 -0.1 0.00
H -5.71867 -22.23857 8.75479 -0.2 0.5 0.0 0.00
H -5.68820 -20.88508 7.52301 0.3 0.1 0.6 0.00
H -6.72331 -23.31313 6.93680 0.2 -0.3 0.4 0.00
H -5.00088 -23.65156 6.62784 -0.2 -0.2 0.0 0.00
H -5.96967 -23.09947 4.57227 -0.2 0.2 -0.1 0.00
H -5.24465 -21.53595 5.00075 0.6 -0.3 0.1 0.00
C -6.98669 -27.50583 4.16297 -1.4 0.8 1.2 0.00
C -6.25639 -27.79686 2.90226 1.2 -1.0 0.1 0.00
C -7.06134 -28.46627 1.79087 -0.7 -0.6 -0.7 0.00
C -8.11556 -29.45011 2.25938 1.2 0.6 -0.4 0.00
N -8.89037 -30.24358 2.56221 0.1 0.3 0.0 0.00
H -8.07257 -27.54663 4.07746 -0.1 0.0 -0.3 0.00
H -6.78930 -26.48850 4.50087 0.2 -0.1 0.3 0.00
H -6.78546 -28.21729 4.96386 0.3 0.1 0.0 0.00
H -5.45036 -28.46476 3.20616 0.0 -0.6 -0.3 0.00
H -5.62992 -26.95108 2.61890 -0.6 0.4 -0.8 0.00
H -6.41962 -28.95140 1.05539 0.3 -0.7 0.4 0.00
H -7.55968 -27.82465 1.06419 -0.4 0.7 0.6 0.00
C -8.73137 -22.93953 -3.26147 1.0 0.3 0.0 0.00
C -8.72440 -22.54033 -4.74197 -0.6 0.0 0.4 0.00
C -9.38115 -21.17271 -5.04620 -1.0 0.0 -0.3 0.00
C -9.23263 -19.99988 -4.16569 1.8 3.2 2.4 0.00
N -9.06036 -19.02588 -3.50291 -0.8 -3.9 -2.5 0.00
H -8.14666 -22.12709 -2.83002 0.1 -0.1 0.7 0.00
H -8.17722 -23.86989 -3.13712 0.2 0.0 0.0 0.00
H -9.62586 -23.07604 -2.65373 -0.5 0.4 -0.7 0.00
H -9.19704 -23.31308 -5.34825 -0.3 0.2 -0.1 0.00
H -7.68436 -22.54155 -5.06821 0.1 0.2 0.1 0.00
H -10.46762 -21.25984 -5.05594 -0.2 -0.5 -0.1 0.00
H -9.16183 -20.87870 -6.07263 0.3 0.2 0.1 0.00
C -9.78110 -28.38416 -1.30217 0.1 0.2 0.1 0.00
C -9.87986 -27.08805 -0.52651 1.0 2.8 -0.8 0.00
C -10.91209 -26.98024 0.53469 -2.9 -1.1 0.6 0.00
C -12.27756 -27.31050 -0.04123 -2.6 -2.2 -1.3 0.00
N -13.29791 -27.66320 -0.53475 3.7 1.6 1.8 0.00
H -10.16412 -29.19310 -0.68008 0.1 -0.3 -0.4 0.00
H -8.76027 -28.58154 -1.62938 0.1 -0.1 0.4 0.00
H -10.31585 -28.26749 -2.24479 -0.5 -0.4 0.3 0.00
H -10.03819 -26.25925 -1.21652 -0.3 0.0 -0.5 0.00
H -8.96757 -26.69357 -0.07907 0.6 -0.7 0.2 0.00
H -11.22535 -26.09139 1.08232 1.3 0.9 -0.4 0.00
H -10.61214 -27.65224 1.33876 -0.6 -0.6 0.1 0.00
C -12.24758 -24.81900 5.75063 -1.7 -0.3 -0.1 0.00
C -13.06892 -23.65371 6.39332 2.0 -0.2 0.4 0.00
C -13.27846 -22.47115 5.47959 -0.5 0.4 -0.1 0.00
C -12.10852 -21.74134 5.00395 0.9 0.5 0.1 0.00
N -11.20265 -21.07137 4.74005 -1.0 -0.8 0.2 0.00
H -12.87098 -25.17068 4.92857 0.1 -0.3 -0.3 0.00
H -12.11314 -25.68442 6.39955 -0.1 0.2 0.3 0.00
H -11.26512 -24.61369 5.32552 -0.1 0.8 0.2 0.00
H -12.51013 -23.30666 7.26246 0.1 0.2 0.1 0.00
H -14.06190 -23.83772 6.80347 0.1 -1.0 -0.3 0.00
H -13.84681 -21.76808 6.08851 -0.2 0.3 -0.3 0.00
H -13.90905 -22.75870 4.63829 0.0 0.1 -0.1 0.00
```
Positions in Å, forces in eV/Å.

Calculated values
highest occupied orbital energy (alpha / beta)	-12.440 / -12.438	eV
electronic energy	-65914.8896	eV
2S+1	2
net charge	+1
lowest unoccupied orbital energy (alpha / beta)	-7.891 / -7.891	eV